Model w:
The following is a DFT calculation (the ωB97M-V functional and the def2-TZVPD basis) of 2 unconnected molecules or ions with the total composition CH4NO3PS.

Calculated values
Lowest unoccupied orbital energy (spin up / spin down) = -0.0577 / -0.1183 Ha
Multiplicity = 1

The geometry in XYZ format:
```
11
CH4NO3PS | the OMol25 dataset | the ωB97M-V functional and the def2-TZVPD basis
C 1.43114 2.03552 0.15375
N -0.33176 -0.12831 1.42821
O 0.77560 -1.76592 -0.19391
O -1.48087 -0.85465 -0.77947
O 1.43757 0.84619 0.54159
P -0.55870 -1.31128 0.46220
S 2.57769 2.80951 -0.89963
H 0.41493 2.56535 0.20357
H -1.14051 0.45540 1.56839
H 1.43950 -1.34683 0.41914
H -1.13446 -1.13183 -1.58669
```

Model x:
The following is a DFT calculation (the ωB97M-V functional and the def2-TZVPD basis) of CH4NO3PS in the gas phase.

Calculated values
SMILES string = N=P(O)(O)OC=S
Lowest unoccupied orbital energy = -0.0027 Ha
Multiplicity = 1

The geometry in XYZ format:
```
11
CH4NO3PS | the OMol25 dataset | the ωB97M-V functional and the def2-TZVPD basis
N -0.47365 -2.33743 0.38080
P -0.31433 -0.81094 0.10485
O 0.03724 -0.54320 -1.46967
O -1.52675 0.07376 0.45169
O 1.04524 0.34190 0.64236
C 1.12524 1.60647 0.22902
S -0.07645 2.47254 -0.36304
H -1.04062 -2.35809 1.26980
H 0.28133 -1.48967 -1.77607
H -1.28318 0.98298 0.28098
H 2.22594 2.06168 0.24927
```

Which of them is the least stable? Correct choice: model w.

Model w:
The following is a DFT calculation (the ωB97M-V functional and the def2-TZVPD basis) of C3HN3O in the gas phase.

Calculated values
SMILES string = N#Cc1ncno1
Lowest unoccupied orbital energy = -0.0247 Ha
Multiplicity = 1

The geometry in XYZ format:
```
8
C3HN3O | the OMol25 dataset | the ωB97M-V functional and the def2-TZVPD basis
N 0.99278 -2.74929 0.00816
C 0.36279 -1.71986 0.07960
C -0.15007 -0.34494 0.10530
N -1.17981 0.35902 -0.58206
C -0.87415 1.68178 -0.39573
N 0.24388 1.82468 0.27621
O 0.64949 0.45113 0.46488
H -1.62541 2.64818 -0.37022
```

Model x:
The following is a DFT calculation (the ωB97M-V functional and the def2-TZVPD basis) of a molecular structure, C3HN3O.

Calculated values
Lowest unoccupied orbital energy = -0.0035 Ha
Multiplicity = 1

The geometry in XYZ format:
```
8
C3HN3O | the OMol25 dataset | the ωB97M-V functional and the def2-TZVPD basis
C -1.48090 1.24989 0.01856
C 1.34600 -0.02027 0.08329
C -0.60607 0.12637 -0.07243
N -2.22037 2.13010 0.04324
N 1.42982 -1.24822 0.01652
N -0.84210 -1.10790 -0.01479
O 0.22955 -1.88491 0.00808
H 2.14407 0.75494 -0.08246
```

Which of them is the least stable? Correct choice: model x.

Model w:
The following is a DFT calculation (the ωB97M-V functional and the def2-TZVPD basis) of 6 unconnected molecules or ions with the total composition CH13O5S.

Calculated values
Total charge = -1
Lowest unoccupied orbital energy = 0.1330 Ha
Multiplicity = 1

The geometry in XYZ format:
```
20
CH13O5S | the OMol25 dataset | the ωB97M-V functional and the def2-TZVPD basis
C -1.41966 0.79432 -1.74599
S -0.08075 -0.41338 -1.69637
H -2.40026 0.44519 -1.52578
H -1.26876 1.54181 -0.98388
H -1.48969 1.37282 -2.63928
H 1.41549 1.05275 -0.69932
H 1.58927 1.72010 0.67262
O 2.08423 1.53650 -0.12209
H -0.47571 2.03026 1.75699
H 0.33508 0.89844 2.40360
O 0.31158 1.85210 2.30116
H -2.03611 -2.24855 0.61622
H -2.57337 -1.44612 -0.54117
O -2.73621 -1.62832 0.39421
H -0.30979 -1.13661 0.69895
H 1.16552 -1.51187 0.92214
O 0.26314 -1.60247 1.31070
H 2.80382 -0.45165 -0.01790
H 2.09150 -1.39543 -0.90129
O 2.73068 -1.40989 -0.20351
```

Model x:
The following is a DFT calculation (the ωB97M-V functional and the def2-TZVPD basis) of 6 unconnected molecules or ions with the total composition CH13O5S.

Calculated values
Total charge = -1
Lowest unoccupied orbital energy = 0.1336 Ha
Multiplicity = 1

The geometry in XYZ format:
```
20
CH13O5S | the OMol25 dataset | the ωB97M-V functional and the def2-TZVPD basis
C 1.64765 -2.44483 -0.94594
S 0.63649 -1.67822 0.47071
H 2.65266 -2.55811 -0.56741
H 1.43314 -1.83235 -1.80991
H 1.10690 -3.37574 -1.11564
H -1.80908 -1.72688 -0.44304
H -2.05431 -0.42274 -1.22054
O -2.43937 -1.00296 -0.55596
H 0.04587 -0.05868 -1.34816
H 0.43747 1.29385 -1.77425
O -0.12815 0.56812 -2.05628
H 0.74556 0.78573 2.84203
H 1.04837 0.13900 1.39440
O 0.99404 0.96786 1.95227
H 0.80345 2.72632 0.70961
H -0.71464 2.76405 0.32232
O 0.16542 3.00964 0.04367
H -1.84317 0.36259 0.90219
H -0.90781 1.40635 1.63994
O -1.82049 1.07700 1.56000
```

Which of them is the least stable? Correct choice: model x.